No. 1
The following is a quantum chemistry calculation of a cluster of 10 separate species, C39H88F30N5O2P5 in total, from the OMol25 dataset.

Output
**Kohn-Sham gap**: 7.87 eV
**Total energy**: -181409.0835 eV
**Total charge**: 0

The geometry in XYZ format:
```
169
C39H88F30N5O2P5 | the OMol25 dataset | ωB97M-V/def2-TZVPD
P 1.13053 -5.56802 -0.36454
P 0.63080 1.17197 -4.59423
P -3.64052 -1.81881 0.59282
P 4.24339 -3.30788 3.21604
P 1.45797 1.88528 4.81686
F 0.18005 0.17914 -5.76450
F 3.56903 -4.69593 2.72647
F -2.60391 -3.06278 0.13057
F -2.50829 -1.16643 1.49991
F -4.67481 -0.62499 1.00548
F 0.13272 -6.84079 -0.15111
F 2.31963 -6.14757 0.52082
F 1.57413 0.89496 6.12109
F -4.85360 -2.46959 -0.22750
F 2.87072 -2.96010 3.98924
F 1.80382 0.26754 -4.07489
F 0.31071 0.91357 4.26148
F 2.03578 -4.15480 -0.47691
F 4.99292 -2.06696 3.90878
F -2.90731 -1.05611 -0.65531
F 0.14353 -4.90931 -1.42804
F 0.46768 -4.81804 0.91594
F 4.64656 -4.22473 4.57962
F 3.89332 -2.46616 1.85876
F 1.50733 2.85419 3.52534
F -0.38412 0.38614 -3.63225
F 2.72900 0.95046 4.19461
F 5.71492 -3.82517 2.56422
F 1.02956 2.07270 -3.34414
F -3.97339 -2.62081 1.96647
F 0.10331 2.67049 5.40545
F 1.66035 1.98334 -5.57183
F 2.45078 2.95578 5.63886
F -0.61267 2.20087 -4.85756
F 1.86437 -6.25721 -1.66520
O 1.72258 -0.34046 -0.19805
O 3.09947 -3.60239 -7.00649
N 6.10876 2.18696 1.93923
N -1.66419 2.93970 1.12268
N 0.30566 -2.27333 -0.41512
N -6.99758 -3.41104 -3.10673
N 3.30316 -1.37784 -6.22690
C -8.68925 -2.42128 -1.55235
C 7.70918 1.36350 6.81629
C -9.36458 -3.43503 -2.55222
C -2.29630 2.54149 -0.20993
C 7.00407 2.09318 4.40597
C -0.13870 2.85121 0.77194
C 5.77319 1.92192 3.44955
C -6.15391 -4.43905 -2.23606
C -2.03912 4.44441 1.33095
C 4.51003 0.70891 0.82659
C 0.04288 2.71631 -0.82340
C -7.41874 -2.14471 -2.32729
C -5.89819 -5.84382 -2.80333
C -6.02780 -3.00236 -4.31159
C -1.53007 5.22771 2.60782
C 5.60772 -0.14900 1.33283
C 2.90987 -0.36379 -7.30088
C 4.84997 2.21390 1.03966
C 1.01602 -1.16677 0.36197
C -1.35682 3.07326 -1.28154
C -2.07157 1.98190 2.23754
C -1.81939 7.38371 4.02332
C 7.32894 5.82248 2.38148
C -3.52016 2.15396 2.70688
C -3.30434 -0.29564 -4.34236
C 6.73868 0.88367 1.39459
C 2.53621 -2.67473 -6.46699
C 6.98850 3.41854 1.79053
C -4.69360 -2.32278 -3.93528
C 1.25776 -2.73013 -5.72704
C -0.05947 -1.83715 -1.84335
C 6.65575 1.25434 5.69214
C -4.65630 -0.96575 -4.68660
C 6.33496 4.74698 2.08633
C -8.35203 -3.98144 -3.61440
C -2.38272 6.46502 2.89764
C -3.88616 1.14320 3.81016
C -5.15191 -6.68858 -1.80957
C 0.87695 -1.27233 1.87793
H -8.49862 -3.01754 -0.66056
H 3.09140 -0.99676 -5.31047
H 7.67942 2.33207 7.31937
H -4.86196 1.45809 4.18099
H -6.63108 -2.23043 -4.79023
H 7.84182 3.37382 2.46652
H -0.81213 -1.06856 -1.67876
H 0.80266 -1.40887 -2.35143
H 3.65865 0.53824 1.48606
H 2.84435 -0.86540 -8.26485
H -1.49196 6.73225 4.83241
H 0.79024 3.37830 -1.25609
H 3.68061 0.40577 -7.32737
H 1.28872 -3.55291 -5.01200
H 5.74049 4.67310 2.99788
H -6.60847 -1.92231 -1.63252
H 7.22175 1.04493 0.43207
H -5.48348 -0.28933 -4.47623
H 7.39370 3.37255 0.77929
H -2.67616 7.01050 1.99992
H -0.40091 -2.77039 -2.28868
H 5.67489 5.17223 1.32897
H 5.03774 2.70793 3.61968
H 5.47273 -0.59041 2.31800
H -6.79449 -6.40065 -3.07849
H 2.01217 0.15096 -6.96460
H 0.90626 -3.09833 -0.43423
H 0.03777 -0.58226 1.99460
H -1.48784 4.14027 -1.46277
H -4.67208 -2.01511 -2.88902
H -0.97604 7.94621 3.62096
H -1.66614 4.97727 0.45619
H -5.97443 -3.83450 -5.01247
H -4.22891 1.95969 1.90047
H -2.43535 -0.56319 -4.94723
H -4.19174 -6.28533 -1.48865
H -2.85237 -0.60562 -3.39982
H -4.95948 -7.62955 -2.32635
H -3.10697 4.54426 1.13360
H 7.10464 3.11938 4.76429
H -3.63940 3.18506 3.04057
H 8.76144 1.16206 6.61810
H 4.22617 0.43571 -0.18870
H -3.84226 0.10066 3.49965
H -1.39029 2.22445 3.05309
H 7.34320 0.53210 2.23090
H 6.63658 0.18782 5.46724
H -3.35984 0.76902 -4.56862
H 0.54755 -2.20826 2.32844
H -1.51234 4.65305 3.53456
H -5.28317 -5.80933 -3.70355
H 0.93105 -1.85629 -5.16566
H -10.13436 -2.90423 -3.11047
H 7.34338 0.75099 7.64138
H -9.61668 -4.30467 -1.94669
H -6.56203 -4.50263 -1.22656
H 7.85410 5.46755 3.26965
H 8.03529 6.15982 1.62272
H 4.29283 -1.59410 -6.22461
H -4.66963 -1.40526 -5.68529
H -3.36409 2.72828 -0.31838
H -7.46761 -1.35328 -3.07462
H 5.72618 1.61946 6.12782
H 5.04275 2.90512 0.21834
H -1.52001 2.56077 -2.23018
H 0.20202 1.99328 1.35208
H 5.96272 -0.83244 0.56238
H -8.67536 -3.47854 -4.52525
H 0.54417 -2.95994 -6.51958
H -3.24519 1.34148 4.67028
H -0.64553 -2.42649 -0.10083
H 4.04976 2.76839 1.53150
H -1.82953 0.95170 1.97758
H 0.22274 1.65800 -1.00604
H -8.49455 -5.05661 -3.70423
H -5.73871 -6.98872 -0.94120
H 5.27384 0.96654 3.60475
H -5.23972 -3.88060 -2.03678
H -3.31754 6.06572 3.29545
H -2.57113 8.14428 4.23139
H 1.72355 -0.92607 2.46940
H 0.45708 3.64114 1.22858
H -9.32056 -1.57713 -1.28107
H -2.23432 1.45887 -0.33210
H 8.01853 1.92585 4.04301
H 6.83618 6.75199 2.66818
H -0.48782 5.49702 2.43239
H -3.85055 -2.97300 -4.16487
```

No. 2
The following is a quantum chemistry calculation of a structure of composition C24H21ClN2OPdSi, from the OMol25 dataset.

Output
**Kohn-Sham gap**: 6.80 eV
**Total energy**: -54123.2046 eV
**Total charge**: +2

The geometry in XYZ format:
```
51
C24H21ClN2OPdSi | the OMol25 dataset | ωB97M-V/def2-TZVPD
Pd -0.08971 0.04930 -0.08075
Cl 3.67272 -4.49854 4.11046
Si -2.28891 -1.38175 0.35728
O -0.36395 -1.36091 1.20045
N 0.23802 1.41860 -1.52360
N 1.85414 -0.15058 -0.11638
C -2.53434 0.42572 0.44050
C 0.59927 -2.08623 1.82133
C 3.46226 2.53145 -2.95177
C 4.30992 1.72963 -2.24748
C -3.40851 1.03169 -0.49021
C -2.41859 -2.25614 -1.24736
C -1.96142 1.21157 1.46550
C 1.58597 1.55258 -1.76729
C 1.98206 -1.86449 1.60716
C 0.21566 -3.08153 2.71865
C 3.82124 0.81340 -1.29789
C 1.15889 -3.81499 3.40280
C -2.77497 -2.41560 1.79576
C 1.12504 3.20575 -3.46170
C -2.25331 2.56928 1.55038
C 2.52263 -3.58175 3.21821
C 2.92812 -2.62392 2.32788
C 2.48034 0.73165 -1.04911
C 2.50962 -0.90994 0.68363
C 2.07098 2.44937 -2.73608
C -3.72952 2.36493 -0.36005
C -0.20838 3.03882 -3.21474
C -3.13777 3.13365 0.64773
C -0.61382 2.12723 -2.23388
H -0.96073 3.59231 -3.75750
H -3.86056 0.44484 -1.28357
H 5.37638 1.77797 -2.42048
H -3.86747 -2.49692 1.80286
H -0.83181 -3.26618 2.87804
H -1.33467 0.75472 2.21955
H -2.46944 -1.95998 2.73623
H 3.98495 -2.45343 2.16558
H -1.82496 -3.17174 -1.21219
H -3.46454 -2.55290 -1.38355
H -3.39105 4.18306 0.73090
H -2.10917 -1.66709 -2.11005
H -4.43909 2.82115 -1.03822
H -2.36053 -3.41969 1.71561
H -1.81888 3.16986 2.33801
H 3.84036 3.22703 -3.68950
H 1.46782 3.89868 -4.22022
H 4.53435 0.18275 -0.78577
H -1.66383 1.98792 -2.01853
H 0.84703 -4.58455 4.09698
H 3.59214 -0.82603 0.66639
```

No. 3
The following is a quantum chemistry calculation of the ion C15H25ClNO with charge +1, from the OMol25 dataset.

Output
**Energy relative to the best compared isomer or geometry (same formula, charge and spin)**: 1.7 kcal/mol
**Kohn-Sham gap**: 9.28 eV
**Total energy**: -32015.2233 eV
**Total charge**: +1

The geometry in XYZ format:
```
43
C15H25ClNO | the OMol25 dataset | ωB97M-V/def2-TZVPD
Cl 5.26286 -0.87997 0.10178
O -0.29954 1.02050 0.22733
N -2.51453 -0.18407 -0.56606
C 3.63892 -0.31072 0.13352
C -3.03865 2.24314 -0.51439
C 0.62726 -0.33128 -2.16008
C -1.92600 2.80526 0.38078
C -0.50365 2.41695 -0.01106
C -5.11846 -2.02881 0.60455
C 1.50234 -0.07689 -0.96664
C -3.95423 -2.24538 -0.35775
C 1.85821 0.81162 1.25930
C -2.62393 -1.56966 0.00557
C 1.03483 0.59083 0.16455
C 2.81566 -0.52665 -0.96102
C 3.16325 0.36200 1.25096
C -3.50288 0.83498 -0.14470
C -2.31058 -1.53696 1.49227
H -3.07384 -1.01988 2.06412
H -4.45922 0.62451 -0.62515
H 0.06601 -1.25733 -2.02877
H -3.62626 0.76931 0.93564
H -5.99260 -2.54349 0.21526
H 1.46639 1.33161 2.12028
H -4.89871 -2.44990 1.58060
H -2.53657 -0.24950 -1.58706
H -1.97002 3.89336 0.33922
H -4.24608 -1.93056 -1.36303
H -2.24865 -2.55481 1.86561
H -5.37790 -0.98172 0.72569
H -3.90602 2.89688 -0.41903
H -0.06932 0.48793 -2.32564
H -1.82325 -2.12922 -0.49209
H -1.35026 -1.05668 1.66547
H -0.31462 2.64295 -1.06890
H -3.76702 -3.31890 -0.40875
H -2.10089 2.50916 1.41618
H 3.80551 0.52955 2.09958
H -1.56049 0.20023 -0.28303
H 3.20331 -1.04684 -1.82256
H -2.72874 2.27629 -1.56124
H 1.23953 -0.44230 -3.05020
H 0.20898 2.98914 0.58967
```

No. 4
The following is a quantum chemistry calculation of an isolated molecule of C20H22N2O4S3, from the OMol25 dataset.

Output
**Energy relative to the best compared isomer or geometry (same formula, charge and spin)**: 0.0 kcal/mol
**Kohn-Sham gap**: 8.73 eV
**Total energy**: -64771.6061 eV
**Total charge**: 0

The geometry in XYZ format:
```
51
C20H22N2O4S3 | the OMol25 dataset | ωB97M-V/def2-TZVPD
S -5.01071 3.78739 0.22692
S -0.96166 -3.02255 1.97494
S 3.55036 -0.83714 -1.80360
O 2.68648 -1.24368 -0.72426
O 3.57346 -0.46003 2.33432
O 4.87663 -1.36628 -1.72921
O 2.82980 -1.24962 -3.16568
N -1.90048 -0.35432 1.19687
N 4.49900 -2.37942 3.53073
C -4.12878 1.17606 -0.21657
C 0.25754 0.75417 1.40960
C -1.91911 -2.70922 0.50042
C 3.68110 0.93008 -1.89847
C 3.91773 1.52082 -0.49379
C -3.00096 -1.06558 -0.89383
C -3.41629 0.33828 -1.29261
C -0.49798 -0.40315 1.50147
C 1.44321 -1.65588 2.20697
C 0.09658 -1.59486 1.90449
C 4.03070 -1.44272 3.05122
C 2.43175 1.99373 1.56163
C -2.25571 -3.73697 -0.35757
C 2.68945 2.28733 0.07451
C -2.28370 -1.38018 0.25948
C 1.61488 0.71082 1.70842
C -3.70772 2.66696 -0.36167
C 2.17994 -0.49132 2.09192
C -2.98394 -3.43031 -1.49965
C -3.34361 -2.11672 -1.74773
H 2.90691 3.35576 -0.01462
H -1.94355 -4.75523 -0.16594
H -5.27422 4.51223 -0.87316
H -4.08700 0.25557 -2.14875
H 2.09280 -1.81879 -2.89036
H -3.49708 2.83170 -1.41878
H 3.35425 1.90950 2.12978
H -3.87944 0.86598 0.79219
H -2.51630 0.85444 -1.64254
H 1.89994 -2.59640 2.48825
H 1.80994 2.08715 -0.53838
H -3.27625 -4.20022 -2.20139
H 4.53565 1.15364 -2.53356
H -5.21137 1.16047 -0.33384
H 2.77062 1.35590 -2.31812
H -2.42375 -0.54410 2.05225
H -0.25112 1.66229 1.11177
H 4.18685 0.74773 0.22675
H -2.77064 2.84531 0.16578
H 1.79193 2.78909 1.94697
H -3.91851 -1.89302 -2.63951
H 4.75243 2.21778 -0.54386
```